1.
Density functional theory data (the ωB97M-V functional and the def2-TZVPD basis) for the molecule C2H4NP.

Values from the calculation:
* net charge: 0
* LUMO energy: 1.1 eV
* energy above the lowest of the compared OMol25 structures with the same formula, charge and spin: 198.1 kJ/mol
* HOMO energy: -9.3 eV
* E_tot: -12914.4763 eV
* orbital gap: 10.44 eV
* molecular weight: 73.035 g/mol
* multiplicity: 1

Positions of all 8 atoms, in Å:
P1 1.527 0.033 -0.352
C1 -0.323 -0.470 -0.083
C2 -1.308 0.593 -0.121
N1 -1.245 -0.038 -1.214
H1 2.346 -0.959 0.280
H2 1.489 0.916 0.762
H3 -0.707 -1.463 0.264
H4 -1.779 1.389 0.465


2.
Density functional theory data (the ωB97M-V functional and the def2-TZVPD basis) for C50H43CrN4P2Te as an isolated structure.

Values from the calculation:
* net charge: -1
* ⟨S²⟩: 6.09
* LUMO energy (spin up / spin down): 2.0 / 2.0 eV
* energy above the lowest of the compared OMol25 structures with the same formula, charge and spin: 0.0 kJ/mol
* HOMO energy (spin up / spin down): -3.2 / -5.0 eV
* E_tot: -112802.0554 eV
* orbital gap (spin up / spin down): 5.27 / 7.02 eV
* molecular weight: 941.466 g/mol
* multiplicity: 5

Positions of all 101 atoms, in Å:
Cr1 0.115 0.860 -1.255
Te1 2.810 1.189 3.056
C1 3.561 -0.564 3.971
C2 3.655 -1.782 3.311
C3 4.180 -2.874 3.985
N1 4.620 -2.839 5.242
C4 4.535 -1.664 5.864
C5 4.018 -0.515 5.285
C6 1.664 0.503 1.477
P1 -0.097 0.393 1.367
C7 -0.651 -1.186 2.108
C8 -1.684 -1.887 1.495
C9 -2.082 -3.124 1.988
C10 -1.449 -3.669 3.094
C11 -0.412 -2.977 3.711
C12 -0.016 -1.743 3.218
C13 -0.917 1.608 2.463
C14 -1.691 2.608 1.878
C15 -2.356 3.540 2.668
C16 -2.254 3.480 4.048
C17 -1.491 2.481 4.641
C18 -0.832 1.548 3.856
P2 2.234 0.191 -0.148
C19 2.710 -1.551 -0.475
C20 2.110 -2.581 0.242
C21 2.309 -3.907 -0.120
C22 3.096 -4.217 -1.218
C23 3.685 -3.195 -1.954
C24 3.491 -1.872 -1.587
C25 3.820 1.062 -0.362
C26 3.820 2.370 -0.836
C27 4.997 3.104 -0.888
C28 6.188 2.533 -0.463
C29 6.199 1.230 0.015
C30 5.021 0.499 0.065
H1 3.321 -1.885 2.289
H2 4.252 -3.832 3.479
H3 4.892 -1.639 6.889
H4 3.967 0.399 5.866
H5 -2.162 -1.482 0.610
H6 -2.877 -3.665 1.489
H7 -1.753 -4.637 3.473
H8 0.095 -3.404 4.567
H9 0.814 -1.223 3.683
H10 -1.785 2.661 0.802
H11 -2.954 4.306 2.190
H12 -2.772 4.204 4.665
H13 -1.412 2.425 5.720
H14 -0.251 0.771 4.333
H15 1.463 -2.347 1.078
H16 1.827 -4.694 0.448
H17 3.243 -5.249 -1.509
H18 4.292 -3.431 -2.819
H19 3.944 -1.081 -2.174
H20 2.892 2.821 -1.165
H21 4.981 4.120 -1.262
H22 7.108 3.104 -0.502
H23 7.123 0.785 0.360
H24 5.033 -0.515 0.450
N2 -9.937 -0.808 -0.848
C31 -8.808 -0.618 -0.966
C32 -7.402 -0.382 -1.114
C33 -6.718 -0.899 -2.214
C34 -5.362 -0.669 -2.352
C35 -4.649 0.078 -1.406
C36 -5.358 0.593 -0.311
C37 -6.712 0.369 -0.160
C38 -3.209 0.329 -1.540
C39 -2.335 -0.776 -1.779
C40 -2.661 -2.134 -1.944
C41 -1.456 -2.844 -2.084
C42 -0.441 -1.912 -2.003
N3 -0.956 -0.663 -1.821
C43 -2.773 1.692 -1.473
C44 -3.553 2.861 -1.487
C45 -2.667 3.951 -1.518
C46 -1.391 3.417 -1.530
N4 -1.448 2.056 -1.494
H25 -7.256 -1.467 -2.961
H26 -4.838 -1.051 -3.218
H27 -4.820 1.165 0.434
H28 -7.240 0.762 0.698
H29 -3.653 -2.555 -1.932
H30 -1.336 -3.905 -2.234
H31 0.625 -2.063 -2.085
H32 -4.630 2.904 -1.518
H33 -2.920 4.999 -1.545
H34 -0.442 3.933 -1.552
C47 0.218 0.236 -4.928
C48 0.226 1.601 -4.244
C49 0.782 2.655 -5.204
C50 1.028 1.566 -2.943
H35 -0.332 0.276 -5.872
H36 -0.240 -0.525 -4.298
H37 1.242 -0.081 -5.152
H38 -0.808 1.874 -4.010
H39 1.825 2.430 -5.451
H40 0.753 3.651 -4.754
H41 0.215 2.691 -6.138
H42 1.248 2.603 -2.628
H43 2.006 1.098 -3.125


3.
Density functional theory data (the ωB97M-V functional and the def2-TZVPD basis) for a 2-piece molecular cluster, C3H5N3O overall.

Values from the calculation:
* net charge: 0
* LUMO energy: 0.6 eV
* energy above the lowest of the compared OMol25 structures with the same formula, charge and spin: 208.4 kJ/mol
* HOMO energy: -10.5 eV
* E_tot: -9708.4236 eV
* orbital gap: 11.19 eV
* molecular weight: 99.093 g/mol
* multiplicity: 1

Positions of all 12 atoms, in Å:
N1 0.063 -1.492 0.874
C1 0.161 -0.943 -0.139
C2 0.257 -0.433 -1.520
O1 0.656 -1.484 -2.365
H1 -0.711 0.005 -1.801
H2 1.007 0.359 -1.585
H3 0.110 -2.252 -2.151
N2 0.308 0.755 2.706
C3 -0.147 1.319 1.726
N3 -0.464 1.913 0.693
H4 0.061 -0.227 2.810
H5 -1.301 2.481 0.752


4.
Density functional theory data (the ωB97M-V functional and the def2-TZVPD basis) for the molecule C5H10O2.

Values from the calculation:
* net charge: 0
* LUMO energy (spin up / spin down): -1.0 / -1.0 eV
* energy above the lowest of the compared OMol25 structures with the same formula, charge and spin: 428.2 kJ/mol
* HOMO energy (spin up / spin down): -8.3 / -8.3 eV
* E_tot: -9438.6048 eV
* orbital gap (spin up / spin down): 7.36 / 7.36 eV
* molecular weight: 102.133 g/mol
* multiplicity: 1

Positions of all 17 atoms, in Å:
C1 2.241 -0.224 -0.522
O1 1.361 -0.597 0.516
C2 -0.744 0.046 0.229
C3 -0.680 1.092 -0.807
C4 -1.672 0.184 1.366
C5 0.055 -1.197 0.050
O2 -0.071 -1.593 -1.165
H1 1.931 -0.699 -1.459
H2 3.248 -0.564 -0.254
H3 2.270 0.869 -0.651
H4 -0.097 0.752 -1.661
H5 -0.255 2.001 -0.357
H6 -1.696 1.357 -1.126
H7 -2.138 1.168 1.456
H8 -2.455 -0.577 1.229
H9 -1.150 -0.091 2.291
H10 -0.149 -1.926 0.866


5.
Density functional theory data (the ωB97M-V functional and the def2-TZVPD basis) for C6H17N2S as an isolated structure.

Values from the calculation:
* net charge: +1
* LUMO energy: -2.9 eV
* energy above the lowest of the compared OMol25 structures with the same formula, charge and spin: 185.9 kJ/mol
* HOMO energy: -13.5 eV
* E_tot: -20302.8281 eV
* orbital gap: 10.64 eV
* molecular weight: 149.283 g/mol
* multiplicity: 1

Positions of all 26 atoms, in Å:
C1 1.647 -0.228 -2.342
C2 2.494 1.047 -0.162
C3 -3.054 -0.616 -0.419
C4 0.839 -0.786 -0.051
C5 -1.863 -0.217 2.175
C6 2.077 -0.289 -0.889
N1 -1.803 -0.522 0.299
N2 -1.015 0.811 2.384
S1 -0.664 0.199 -0.514
H1 1.778 -1.307 -2.772
H2 0.693 0.284 -2.451
H3 2.438 0.354 -2.885
H4 2.275 1.898 -0.963
H5 3.500 1.113 -0.013
H6 1.997 1.187 0.853
H7 -3.721 0.326 -0.136
H8 -2.856 -0.792 -1.388
H9 -3.505 -1.404 -0.016
H10 0.649 -1.802 -0.363
H11 1.152 -0.776 0.948
H12 -2.847 0.061 2.354
H13 -1.427 -1.166 2.667
H14 2.765 -1.012 -0.792
H15 -0.250 1.262 0.185
H16 -0.019 0.670 2.311
H17 -1.281 1.707 1.979